1.
Density functional theory data (the ωB97M-V functional and the def2-TZVPD basis) for a cluster of 9 separate species, C17H37Cl16NO4P in total.

Properties
- E (eV) = -237559.06873
- HOMO level (eV) = -3.82
- orbital gap (eV) = 5.410
- LUMO level (Eh) = 0.0586

Structure (ORCA input):
```
! wB97M-V def2-TZVPD RIJCOSX def2/J DEFGRID3
* xyz -1 1
C -3.463 -1.018 -3.976
O -2.441 -0.760 -3.027
C -1.179 -0.483 -3.625
C -0.097 -1.596 -3.331
C 0.518 -1.475 -1.891
C 0.228 -2.780 -1.041
C 1.366 -3.042 0.026
C 1.097 -2.080 1.243
C 1.166 -2.758 2.652
C 1.455 -1.581 3.687
N 2.831 -1.143 3.429
P 3.075 0.441 3.941
O 3.271 0.497 5.458
O 1.887 1.537 3.450
O 4.507 0.974 3.190
H -4.435 -0.582 -3.635
H -3.601 -2.122 -4.091
H -3.272 -0.600 -4.990
H -0.841 0.507 -3.217
H -1.203 -0.366 -4.735
H 0.716 -1.413 -4.079
H -0.547 -2.600 -3.473
H 1.634 -1.460 -2.010
H 0.244 -0.542 -1.357
H -0.747 -2.694 -0.507
H 0.229 -3.632 -1.774
H 2.379 -2.844 -0.412
H 1.384 -4.115 0.358
H 1.810 -1.227 1.151
H 0.065 -1.655 1.148
H 1.954 -3.547 2.715
H 0.161 -3.185 2.926
H 1.308 -1.941 4.746
H 0.681 -0.804 3.464
H 1.187 1.096 2.955
H 4.208 1.219 2.304
C 0.381 2.626 1.018
Cl 0.001 3.418 -0.520
Cl -0.391 1.042 1.143
H 1.457 2.498 1.091
H 0.028 3.253 1.831
C 0.459 2.565 -5.422
Cl 0.209 2.888 -3.706
Cl -0.641 3.521 -6.427
H 1.482 2.816 -5.683
H 0.276 1.510 -5.611
C 4.892 3.619 4.984
Cl 4.856 4.198 6.655
Cl 5.060 4.961 3.840
H 5.732 2.945 4.862
H 3.966 3.093 4.778
C -4.020 3.235 -7.573
Cl -4.399 4.048 -9.099
Cl -4.776 1.640 -7.488
H -2.944 3.116 -7.494
H -4.386 3.841 -6.751
C 1.122 -6.676 -1.401
Cl 0.813 -6.295 0.293
Cl 0.022 -5.786 -2.454
H 2.143 -6.395 -1.644
H 0.983 -7.741 -1.557
C -7.007 4.031 -5.522
Cl -5.888 3.153 -4.472
Cl -8.319 4.769 -4.596
H -6.461 4.814 -6.041
H -7.431 3.336 -6.241
C -2.043 -2.670 4.928
Cl -1.888 -1.103 4.134
Cl -2.166 -3.970 3.740
H -1.166 -2.842 5.545
H -2.937 -2.665 5.545
C 3.105 2.591 9.415
Cl 4.220 1.797 10.535
Cl 1.711 3.270 10.269
H 3.630 3.393 8.907
H 2.755 1.861 8.690
*
```

2.
Density functional theory data (the ωB97M-V functional and the def2-TZVPD basis) for a structure of composition C17H37F5MnN6O5PTe.

Properties
- E (eV) = -98891.25224
- HOMO level (spin up / spin down) (eV) = -10.78 / -10.72
- orbital gap (spin up / spin down) (eV) = 8.233 / 8.108
- LUMO level (spin up / spin down) (Eh) = -0.0935 / -0.0961

Structure (ORCA input):
```
! wB97M-V def2-TZVPD RIJCOSX def2/J DEFGRID3
* xyz 1 2
Mn -0.483 -0.676 0.846
C 2.954 -3.597 -0.074
O 2.260 -2.569 -0.768
C 1.204 -3.072 -1.551
C -0.060 -3.385 -0.782
O -0.890 -2.203 -0.628
C -2.270 -2.556 -0.454
C -2.541 -2.772 1.013
O -2.224 -1.543 1.682
C -3.376 -0.765 1.998
H 3.408 -4.294 -0.785
H 3.736 -3.130 0.518
H 2.299 -4.144 0.608
H 0.978 -2.330 -2.320
H 1.522 -3.991 -2.059
H -0.640 -4.108 -1.358
H 0.163 -3.800 0.200
H -2.854 -1.715 -0.830
H -2.509 -3.440 -1.045
H -3.584 -3.038 1.195
H -1.899 -3.545 1.436
H -3.981 -1.290 2.736
H -3.036 0.180 2.412
H -3.971 -0.564 1.103
N -1.564 0.608 -0.258
C -2.079 1.291 -1.040
N -2.630 2.053 -1.941
C -2.107 3.404 -2.218
C -3.095 4.433 -1.693
O -4.380 4.205 -2.234
C -4.896 2.946 -1.852
C -4.018 1.827 -2.386
H -1.999 3.501 -3.299
H -1.128 3.512 -1.753
H -2.794 5.435 -1.994
H -3.133 4.391 -0.596
H -5.899 2.872 -2.268
H -4.961 2.882 -0.757
H -4.021 1.833 -3.477
H -4.351 0.851 -2.036
F -0.314 -4.057 3.313
Te 0.767 -2.557 3.543
F 0.966 -3.092 5.294
F -0.728 -1.605 4.169
F 1.812 -1.068 3.994
F 2.281 -3.562 3.192
O 0.608 -2.037 1.828
N -0.343 0.621 2.507
H 0.606 0.623 2.876
H -0.617 1.588 2.371
H -0.910 0.242 3.264
C 3.833 2.358 0.607
N 2.668 2.865 -0.125
C 2.898 2.657 -1.554
N 3.180 1.272 -1.911
C 4.322 0.804 -1.121
N 4.142 0.962 0.321
C 3.121 0.057 0.841
P 1.476 0.357 0.054
C 1.447 2.199 0.317
C 2.016 0.413 -1.717
H 3.663 2.479 1.679
H 4.695 2.964 0.324
H 3.754 3.266 -1.849
H 2.023 3.000 -2.113
H 5.197 1.384 -1.419
H 4.505 -0.247 -1.348
H 3.036 0.177 1.925
H 3.408 -0.975 0.655
H 1.304 2.416 1.379
H 0.589 2.624 -0.215
H 1.187 0.775 -2.334
H 2.260 -0.598 -2.037
*
```

3.
Density functional theory data (the ωB97M-V functional and the def2-TZVPD basis) for a cluster of 3 separate species, C17H37FIN4O4S in total.

Properties
- E (eV) = -54024.96832
- HOMO level (eV) = -10.75
- orbital gap (eV) = 7.291
- LUMO level (Eh) = -0.1271

Structure (ORCA input):
```
! wB97M-V def2-TZVPD RIJCOSX def2/J DEFGRID3
* xyz 1 1
C 4.639 -0.607 -4.035
C 3.503 0.036 -4.825
F 3.935 0.364 -6.094
C 2.295 -0.865 -4.956
N 2.321 -2.170 -4.835
C 1.075 -2.707 -5.029
C 0.225 -1.702 -5.263
C -1.244 -1.798 -5.512
C -2.108 -1.055 -4.463
C -3.016 -1.979 -3.653
I -2.036 -2.565 -1.839
N 1.011 -0.538 -5.222
S 0.461 1.091 -5.520
C 0.008 1.731 -3.941
O 1.602 1.795 -5.980
O -0.682 0.937 -6.347
H 4.282 -1.315 -3.287
H 5.316 -1.111 -4.725
H 5.209 0.173 -3.536
H 3.177 0.939 -4.304
H 3.137 -2.729 -4.634
H 0.872 -3.764 -4.992
H -1.489 -2.859 -5.503
H -1.464 -1.411 -6.507
H -2.684 -0.274 -4.957
H -1.438 -0.569 -3.756
H -3.903 -1.448 -3.320
H -3.295 -2.887 -4.177
H 0.622 1.304 -3.149
H -1.042 1.514 -3.769
H 0.185 2.801 -4.037
C -4.312 -0.407 3.115
C -3.396 -0.820 1.970
C -1.929 -0.411 2.159
O -1.659 0.954 1.917
C -1.897 1.821 3.015
N -3.945 -0.318 0.707
H -4.537 0.659 3.084
H -5.259 -0.940 3.046
H -3.863 -0.634 4.084
H -3.402 -1.914 1.920
H -1.331 -0.956 1.421
H -1.564 -0.701 3.153
H -1.655 1.333 3.964
H -2.929 2.178 3.037
H -1.243 2.684 2.894
H -3.372 -0.678 -0.052
H -3.794 0.687 0.687
C 3.400 0.752 6.102
C 2.528 1.891 5.586
C 1.236 2.098 6.386
O 0.225 1.145 6.121
C 0.327 -0.072 6.837
N 2.270 1.685 4.156
H 2.995 -0.222 5.826
H 4.398 0.821 5.670
H 3.497 0.787 7.188
H 3.103 2.816 5.685
H 0.809 3.061 6.095
H 1.440 2.145 7.463
H 0.725 0.089 7.842
H 0.952 -0.802 6.315
H -0.678 -0.485 6.920
H 1.786 2.496 3.781
H 1.600 0.925 4.069
*
```

4.
Density functional theory data (the ωB97M-V functional and the def2-TZVPD basis) for a structure of composition C17H37N2O2PdS2Si2Te.

Properties
- E (eV) = -73505.37289
- HOMO level (eV) = -3.53
- orbital gap (eV) = 6.109
- LUMO level (Eh) = 0.0947

Structure (ORCA input):
```
! wB97M-V def2-TZVPD RIJCOSX def2/J DEFGRID3
* xyz -1 1
Pd -0.834 0.916 1.379
O 2.765 1.030 0.641
S 1.773 0.128 0.025
N 0.900 -0.752 0.823
S -2.839 -0.460 -0.406
C -2.745 1.010 0.459
N -2.781 2.215 -0.238
C -3.003 3.436 0.289
C -3.211 3.583 1.629
C -3.187 2.423 2.430
C -2.950 1.170 1.896
H -2.647 2.109 -1.234
H -2.983 4.264 -0.404
H -3.382 4.562 2.049
H -3.393 2.509 3.488
H -3.158 0.270 2.463
C 1.572 -3.406 4.947
Si 0.259 -3.445 3.614
C -1.066 -4.661 4.159
C 1.004 -4.011 1.999
C -0.539 -1.778 3.368
Te 0.794 -0.092 3.337
C 0.430 0.202 5.517
Si -0.886 1.383 6.040
C -0.801 1.713 7.891
C -2.578 0.666 5.671
C -0.688 3.038 5.192
H 2.078 -4.372 4.995
H 1.143 -3.201 5.930
H 2.321 -2.639 4.744
H -0.667 -5.671 4.262
H -1.878 -4.694 3.431
H -1.491 -4.368 5.120
H 1.816 -4.722 2.160
H 1.389 -3.152 1.445
H 0.250 -4.488 1.373
H -1.274 -1.559 4.143
H -1.037 -1.755 2.394
H 1.393 0.522 5.925
H 0.252 -0.807 5.892
H -0.871 0.797 8.477
H -1.612 2.374 8.202
H 0.142 2.199 8.148
H -2.697 -0.320 6.126
H -2.716 0.547 4.599
H -3.374 1.309 6.050
H 0.279 3.481 5.443
H -1.465 3.741 5.497
H -0.720 2.924 4.109
C 0.637 3.968 1.318
C 0.624 4.149 -0.181
O 0.214 2.937 -0.776
C 0.150 3.016 -2.181
C -0.105 1.631 -2.743
H 0.773 4.931 1.813
H 1.431 3.284 1.618
H -0.316 3.543 1.659
H 1.624 4.415 -0.554
H -0.068 4.957 -0.475
H 1.094 3.433 -2.564
H -0.650 3.719 -2.476
H 0.814 1.053 -2.802
H -0.537 1.705 -3.744
H -0.795 1.065 -2.112
*
```